Molecular formula: C17H30B2F6O10
Method: DFT, ωB97M-V with the def2-TZVPD basis set

```
! RIJCOSX wB97M-V def2-TZVPD def2/J DEFGRID3
* xyz -2 1
C 4.2549 -3.6839 0.0180
C 2.8718 -3.1158 -0.3573
C 2.9716 -1.6339 -0.8740
C 1.6275 -0.9375 -0.5915
C 0.5388 -1.3254 -1.6325
B -0.9963 -1.1681 -1.0656
O -1.4650 -2.2922 -0.1957
C -1.4132 -3.5265 -0.8256
C -2.5432 -4.4826 -0.3895
C -3.7990 -3.7664 0.1248
O -0.9872 0.0760 -0.1883
B -2.0076 0.0845 0.6557
O -3.3489 -0.1130 0.3187
O -1.7441 0.3838 2.0354
C -1.9976 -0.8580 -2.3549
O -1.8164 0.2185 -2.9770
O -2.9288 -1.6435 -2.6954
H 4.9506 -2.9250 0.3700
H 4.1380 -4.4598 0.7829
H 4.7245 -4.1598 -0.8508
H 2.2237 -3.0693 0.5171
H 2.4107 -3.7059 -1.1467
H 3.8184 -1.1448 -0.3770
H 3.2023 -1.7041 -1.9432
H 1.7993 0.1432 -0.6112
H 1.2614 -1.1811 0.4127
H 0.7688 -2.2961 -2.0964
H 0.6357 -0.5822 -2.4330
H -1.4020 -3.4748 -1.9172
H -0.4535 -4.0110 -0.5347
H -2.2033 -5.2263 0.3433
H -2.8330 -5.0551 -1.2801
H -3.5135 -3.1323 0.9649
H -4.2763 -3.2267 -0.6938
H -4.5157 -4.5204 0.4803
H -3.5486 -1.0523 0.4312
H -1.1917 -0.3099 2.4102
C -4.7715 2.5624 0.7544
C -5.0354 4.0497 0.6804
O -6.2915 4.3316 0.0121
C -7.3786 4.2883 0.7564
O -7.4338 4.0435 1.9292
C -8.6025 4.6539 -0.0966
F -8.5780 4.0629 -1.2988
F -8.6593 5.9877 -0.3051
F -9.7463 4.2954 0.5033
H -4.8060 2.1148 -0.2381
H -3.7930 2.3676 1.1884
H -5.5243 2.0580 1.3610
H -4.2637 4.5332 0.0840
H -5.0213 4.5127 1.6676
C 7.4538 3.8656 1.7179
C 8.0066 2.4618 1.5872
O 6.9661 1.5320 1.2612
C 6.6581 1.4283 -0.0342
O 7.1776 2.0424 -0.9206
C 5.5634 0.3682 -0.2298
F 4.6132 0.4872 0.7051
F 6.0991 -0.8652 -0.1344
F 5.0006 0.4884 -1.4267
H 6.6402 3.8888 2.4436
H 8.2345 4.5557 2.0399
H 7.0503 4.2162 0.7681
H 8.4197 2.1321 2.5397
H 8.8088 2.4145 0.8508
*
```


Molecular formula: C17H30BNO6S3
Method: DFT, ωB97M-V with the def2-TZVPD basis set

SMILES: O=S1(=O)CCCC1.O=S1(=O)CCCC1.O=S1(=O)CCCC1.Bc1cccnc1
Energy relative to the best compared isomer or geometry (same formula, charge and spin), eV: 0.0000

```
! RIJCOSX wB97M-V def2-TZVPD def2/J DEFGRID3
* xyz 0 1
B 1.2377 -0.9854 0.5538
C 1.6324 -0.7229 -0.9354
C 2.8456 -1.2181 -1.4235
C 3.2072 -0.9458 -2.7342
C 2.3342 -0.2095 -3.5244
N 1.1555 0.2542 -3.1137
C 0.8521 -0.0009 -1.8427
H 1.2982 -0.1346 1.3786
H 0.9145 -2.0891 0.8738
H 3.4860 -1.8042 -0.7766
H 4.1501 -1.2988 -3.1227
H 2.6145 -0.0048 -4.5508
H -0.0962 0.3789 -1.4847
C 4.3244 3.0460 4.1446
C 3.0649 3.5299 4.8765
C 1.8527 3.1101 4.0341
S 2.3558 1.6376 3.1389
O 2.3862 1.9451 1.7322
O 1.6460 0.4962 3.6579
C 4.0423 1.6022 3.7399
H 5.2116 3.1170 4.7725
H 4.4919 3.6555 3.2540
H 3.0126 3.0576 5.8597
H 3.0773 4.6076 5.0318
H 0.9866 2.8682 4.6446
H 1.5866 3.8654 3.2972
H 4.6975 1.2315 2.9550
H 4.0706 0.9346 4.6007
C -3.3964 0.4868 0.6199
C -4.0890 1.7874 0.1893
C -3.6694 2.8837 1.1794
S -2.0440 2.4095 1.7870
O -2.1407 2.1220 3.1966
O -1.0506 3.3210 1.2778
C -1.9458 0.8633 0.8940
H -3.4669 -0.2861 -0.1443
H -3.8597 0.1040 1.5320
H -3.7622 2.0564 -0.8171
H -5.1723 1.6782 0.1632
H -3.5946 3.8609 0.7094
H -4.3387 2.9350 2.0360
H -1.4103 0.1338 1.4991
H -1.4060 1.0569 -0.0314
C -2.2637 -3.7227 -4.7591
C -0.8504 -4.1273 -4.3180
C -0.5825 -3.4522 -2.9675
S -2.1858 -3.2482 -2.1809
O -2.4688 -1.8375 -2.0632
O -2.2844 -4.1283 -1.0453
C -3.1535 -3.9100 -3.5339
H -2.6130 -4.3210 -5.5994
H -2.2693 -2.6746 -5.0656
H -0.8004 -5.2123 -4.2052
H -0.1004 -3.8398 -5.0533
H 0.0516 -4.0574 -2.3248
H -0.1440 -2.4623 -3.0914
H -4.0997 -3.3775 -3.5943
H -3.3280 -4.9653 -3.3264
*
```


Molecular formula: C17H30ClI2N4O4PS
Method: DFT, ωB97M-V with the def2-TZVPD basis set

Energy relative to the best compared isomer or geometry (same formula, charge and spin), eV: 0.1661

```
! RIJCOSX wB97M-V def2-TZVPD def2/J DEFGRID3
* xyz 0 1
C -0.8889 -3.0130 -2.4184
C -0.0692 -1.8744 -1.8059
C -0.8685 -0.5717 -1.7823
I -2.3143 -0.5414 -0.1809
C -0.0796 0.7048 -1.8068
C 0.9833 0.9795 -0.8464
P 1.3417 -0.2783 0.4890
O 2.9345 -0.6172 0.2116
O 1.4818 0.6499 1.8217
C 1.6974 2.1391 -0.8956
Cl 2.9818 2.5261 0.1792
C 1.4313 3.1218 -1.8933
N 2.0350 4.2740 -2.1033
S 1.3118 4.9667 -3.3572
N 0.2081 3.8496 -3.6881
C 0.3657 2.8686 -2.8178
C -0.3695 1.6622 -2.7349
I -1.9229 1.4831 -4.1544
H -0.2415 -3.8174 -2.7502
H -1.6231 -3.3711 -1.7040
H -1.4498 -2.6730 -3.2896
H 0.1979 -2.1924 -0.8085
H 0.8472 -1.7304 -2.3802
H -1.4744 -0.5997 -2.6711
H 2.9866 -1.3589 -0.4003
H 1.8944 0.0940 2.4937
C -5.8566 -7.2829 -1.3593
C -4.3755 -7.4091 -1.0180
C -3.7591 -6.1181 -0.4590
O -3.4824 -5.1277 -1.4304
C -4.5791 -4.3069 -1.7896
N -3.6571 -7.9008 -2.1973
H -6.0177 -6.7236 -2.2805
H -6.2926 -8.2711 -1.5042
H -6.4060 -6.7876 -0.5561
H -4.2857 -8.1664 -0.2335
H -2.7897 -6.3699 -0.0200
H -4.3756 -5.7001 0.3475
H -5.2365 -4.1147 -0.9373
H -5.1498 -4.7481 -2.6102
H -4.1773 -3.3541 -2.1366
H -2.6889 -8.0818 -1.9471
H -3.6007 -7.1351 -2.8639
C 2.6503 5.6174 2.5741
C 3.5926 4.8386 3.4861
C 3.9329 5.5741 4.7909
O 4.8787 6.6172 4.6525
C 4.3509 7.8599 4.2286
N 4.7963 4.4733 2.7313
H 3.1550 6.4367 2.0621
H 2.2469 4.9601 1.8043
H 1.8102 6.0301 3.1370
H 3.0808 3.9132 3.7676
H 4.3954 4.8552 5.4728
H 3.0253 5.9448 5.2853
H 3.3504 8.0326 4.6353
H 4.3235 7.9303 3.1387
H 5.0147 8.6417 4.5976
H 5.3791 3.8742 3.3096
H 5.3502 5.3179 2.6158
*
```


Molecular formula: C17H30ClN3P
Method: DFT, ωB97M-V with the def2-TZVPD basis set

```
! RIJCOSX wB97M-V def2-TZVPD def2/J DEFGRID3
* xyz 1 1
C -2.8586 -2.9264 2.4340
N -1.5086 -3.4163 2.6316
C -1.2550 -4.8016 2.2565
C -0.5236 -2.4477 2.2633
Cl 1.1883 -2.8133 2.6067
H -3.5489 -3.7331 2.1827
H -3.2125 -2.4164 3.3371
H -2.9059 -2.2121 1.6003
H -2.2004 -5.3048 2.0258
H -0.6304 -4.8331 1.3529
H -0.7623 -5.3167 3.0851
H -0.7348 -1.4975 2.7434
C 3.5177 0.2099 0.8535
C 2.7684 1.5135 0.6500
C 2.4416 2.0042 2.0608
C 3.5761 2.5396 -0.1366
N 1.4993 1.2865 -0.0401
P 0.2196 2.3962 0.0290
H -0.5956 -2.3996 1.1878
N -0.7293 1.2366 -0.7559
C -2.1659 1.4188 -0.9492
C -2.3893 2.4157 -2.0922
C -2.7545 1.9256 0.3649
C -2.8604 0.0960 -1.2168
C 0.0427 0.4173 -1.5899
C 1.3836 0.4530 -1.1581
C 2.4069 0.0552 -2.0207
C 2.1054 -0.2960 -3.3559
C 0.7749 -0.3253 -3.7831
C -0.2617 -0.0092 -2.8866
H 3.8226 -0.2684 -0.0669
H 4.4284 0.4241 1.4192
H 2.8947 -0.4932 1.4150
H 1.8310 2.9153 2.0819
H 1.9184 1.2074 2.6094
H 3.3832 2.2143 2.5899
H 2.9863 3.4417 -0.3466
H 4.4495 2.8212 0.4587
H 3.9218 2.1128 -1.0843
H -2.0895 1.9783 -3.0564
H -3.4615 2.6548 -2.1352
H -1.8272 3.3520 -1.9398
H -2.6227 1.1543 1.1355
H -2.3072 2.8581 0.7264
H -3.8332 2.0947 0.2287
H -2.7029 -0.5746 -0.3681
H -3.9329 0.2858 -1.3338
H -2.5194 -0.4126 -2.1093
H 3.4599 0.0935 -1.7484
H 2.9177 -0.5084 -4.0571
H 0.5301 -0.5603 -4.8244
H -1.2739 -0.0098 -3.2750
*
```


no.,HOMO-LUMO gap (eV),E_tot (Ha),E_HOMO (eV)
1,2.77,-2067.28957,0.60
2,9.55,-2391.29997,-9.20
3,7.53,-2980.85758,-8.53
4,5.65,-1631.32833,-10.57